# 1
{"formula": "C7H7N3O4S", "method": "ωB97M-V/def2-TZVPD", "e_tot_ha": -1134.14069, "homo_energy_ev": -9.545, "charge": 0, "relative_energy_kcal_mol": 42.2, "smiles": "NC(=O)n1on1S(=O)(=O)c1ccccc1", "species": ["N", "C", "O", "N", "O", "N", "S", "O", "O", "C", "C", "C", "C", "C", "C", "H", "H", "H", "H", "H", "H", "H"], "xyz": [[-3.58, -1.29, 0.06], [-3.14, -0.03, 0.00], [-3.69, 0.96, -0.30], [-1.39, 0.12, 0.39], [-0.78, -1.18, 0.52], [-1.05, -0.30, 1.65], [0.52, 0.44, 2.11], [1.11, -0.38, 3.10], [0.25, 1.80, 2.40], [1.27, 0.39, 0.51], [0.86, 1.35, -0.36], [1.41, 1.31, -1.72], [2.19, 0.25, -2.05], [2.52, -0.72, -1.12], [2.13, -0.65, 0.20], [-3.10, -1.84, 0.66], [-4.54, -1.29, 0.19], [-0.03, 1.99, -0.23], [1.01, 1.96, -2.41], [2.56, 0.17, -3.03], [3.29, -1.53, -1.35], [2.17, -1.56, 0.78]]}

=====

# 2
{"formula": "C7H7N5O5", "method": "ωB97M-V/def2-TZVPD", "e_tot_ha": -920.58042, "homo_energy_ev": -8.574, "charge": 0, "relative_energy_kcal_mol": 10.8, "smiles": "C[NH2+][C@H]1C(=[N+]([O-])[O-])C=C([N+](=O)[O-])c2nonc21", "species": ["C", "N", "C", "C", "N", "O", "O", "C", "C", "N", "O", "O", "C", "N", "O", "N", "C", "H", "H", "H", "H", "H", "H", "H"], "xyz": [[-0.78, -0.92, 2.49], [-1.11, -1.43, 1.15], [-0.48, -0.93, -0.32], [-0.95, 0.43, -0.67], [-2.37, 0.67, -0.67], [-2.80, 1.83, -0.86], [-3.15, -0.32, -0.47], [-0.11, 1.53, -0.93], [1.29, 1.37, -1.09], [2.14, 2.54, -1.14], [3.38, 2.44, -1.12], [1.55, 3.64, -1.16], [1.80, 0.03, -0.93], [3.09, -0.41, -0.99], [2.98, -1.77, -0.85], [1.63, -2.24, -0.69], [0.94, -1.07, -0.66], [-0.49, -1.72, 3.18], [-0.01, -0.14, 2.44], [-1.70, -0.52, 2.95], [-2.10, -1.25, 0.94], [-1.11, -2.48, 1.23], [-1.10, -1.80, -0.76], [-0.55, 2.52, -1.09]]}

=====

# 3
{"formula": "C7H7NO", "method": "ωB97M-V/def2-TZVPD", "e_tot_ha": -400.82195, "homo_energy_ev": -9.117, "charge": 0, "relative_energy_kcal_mol": 55.8, "smiles": "N#C[C@]1(O)C=CC=CC1", "species": ["N", "C", "C", "O", "C", "C", "C", "C", "C", "H", "H", "H", "H", "H", "H", "H"], "xyz": [[3.14, -1.22, 0.35], [2.20, -0.59, 0.16], [1.01, 0.22, -0.05], [1.34, 1.34, -0.77], [0.32, 0.69, 1.24], [-0.97, 0.83, 1.27], [-1.87, 0.19, 0.29], [-1.47, -0.77, -0.57], [-0.15, -0.92, -0.89], [1.68, 1.26, -1.64], [0.93, 1.18, 1.99], [-1.31, 1.46, 2.09], [-2.87, 0.22, 0.41], [-2.20, -1.34, -1.17], [0.13, -1.95, -0.81], [0.09, -0.59, -1.89]]}

=====

# 4
{"formula": "C7H7NO", "method": "ωB97M-V/def2-TZVPD", "e_tot_ha": -400.72660, "homo_energy_ev": -9.693, "charge": 0, "relative_energy_kcal_mol": 115.6, "species": ["C", "C", "C", "C", "C", "C", "C", "H", "H", "H", "H", "H", "H", "H", "N", "O"], "xyz": [[2.23, -0.22, 0.19], [1.51, 1.01, -0.18], [-0.01, 0.89, -0.15], [-0.21, -0.62, -0.65], [-0.45, 0.02, 1.04], [-2.04, -0.16, 0.52], [-1.78, -0.77, -0.60], [1.78, 1.14, -1.17], [1.77, 1.79, 0.47], [-0.71, 1.53, -0.68], [0.38, -1.22, -1.45], [-0.15, 0.17, 2.10], [-2.84, 0.11, 0.99], [-2.59, -1.31, -1.11], [2.87, -1.24, 0.14], [0.25, -1.11, 0.54]]}

=====

# 5
{"formula": "C7H7NO", "method": "ωB97M-V/def2-TZVPD", "e_tot_ha": -400.78391, "homo_energy_ev": -8.767, "charge": 0, "relative_energy_kcal_mol": 79.6, "smiles": "Cn1cc2c(c1)C(=O)C2", "species": ["C", "N", "C", "C", "C", "C", "C", "O", "C", "H", "H", "H", "H", "H", "H", "H"], "xyz": [[2.66, -0.49, -0.02], [1.20, -0.21, 0.04], [0.55, 1.10, 0.18], [-0.76, 0.89, -0.02], [-1.00, -0.53, -0.17], [0.27, -1.17, -0.02], [-2.43, -0.44, -0.14], [-3.38, -1.27, 0.20], [-2.24, 1.19, -0.10], [3.10, 0.42, -0.64], [3.20, -0.77, 1.06], [2.68, -1.59, -0.65], [1.05, 2.05, 0.46], [0.45, -2.30, -0.11], [-2.77, 1.38, 0.92], [-2.58, 1.74, -1.00]]}

=====

# 6
{"formula": "C7H7NO3", "method": "ωB97M-V/def2-TZVPD", "e_tot_ha": -551.38009, "homo_energy_ev": -10.268, "charge": 0, "relative_energy_kcal_mol": 41.0, "smiles": "C=C(CC(=O)CC#N)C(=O)O", "species": ["C", "C", "C", "C", "O", "C", "C", "N", "C", "O", "O", "H", "H", "H", "H", "H", "H", "H"], "xyz": [[1.14, 0.40, 1.51], [0.85, -0.47, 0.56], [-0.37, -1.27, 0.50], [-1.46, -0.76, -0.44], [-2.01, -1.52, -1.16], [-1.88, 0.75, -0.34], [-0.77, 1.64, -0.73], [0.10, 2.31, -1.00], [1.67, -0.62, -0.69], [1.85, -1.67, -1.24], [2.24, 0.48, -1.25], [0.55, 0.33, 2.40], [2.07, 1.00, 1.60], [-0.13, -2.25, -0.03], [-0.73, -1.59, 1.48], [-2.82, 0.96, -0.92], [-2.15, 0.94, 0.74], [1.84, 1.36, -1.00]]}

=====

# 7
{"formula": "C7H7NO3", "method": "ωB97M-V/def2-TZVPD", "e_tot_ha": -551.31551, "homo_energy_ev": -9.178, "charge": 0, "relative_energy_kcal_mol": 81.6, "smiles": "C=CCC=C=NC=O.O=C=O", "species": ["C", "C", "C", "C", "C", "N", "C", "O", "H", "H", "H", "H", "H", "H", "H", "O", "C", "O"], "xyz": [[-2.59, 0.28, 0.98], [-2.12, 0.73, -0.20], [-0.72, 0.58, -0.50], [0.05, -0.19, 0.59], [0.81, -1.13, 0.15], [1.62, -1.97, -0.12], [1.46, -3.34, -0.58], [0.92, -3.96, -1.48], [-3.54, 0.47, 1.46], [-1.93, -0.29, 1.57], [-2.88, 1.31, -0.87], [-0.35, 1.63, -0.74], [-0.56, 0.11, -1.43], [-0.18, 0.05, 1.56], [2.01, -3.84, 0.24], [2.65, 3.79, -1.19], [2.69, 3.18, -0.20], [2.67, 2.59, 0.76]]}

=====

# 8
{"formula": "C7H7NOS", "method": "ωB97M-V/def2-TZVPD", "e_tot_ha": -798.96770, "homo_energy_ev": -7.736, "charge": 0, "relative_energy_kcal_mol": 75.3, "species": ["C", "C", "C", "C", "C", "C", "C", "N", "O", "S", "H", "H", "H", "H", "H", "H", "H"], "xyz": [[2.18, 1.41, 0.25], [2.02, 0.36, 1.16], [1.11, 1.89, -0.47], [0.66, -0.20, 1.31], [-0.23, 1.45, -0.22], [-0.33, 0.34, 0.63], [-2.61, -1.18, -0.54], [-1.51, 1.75, -0.59], [-3.23, 0.76, 1.11], [-2.17, 0.45, 0.20], [3.13, 1.89, 0.22], [2.83, 0.10, 1.73], [1.23, 2.64, -1.15], [0.46, -1.00, 1.96], [-3.60, -1.08, -0.79], [-2.02, -1.56, -1.38], [-2.58, -1.75, 0.42]]}

=====

# 9
{"formula": "C7H7NOS", "method": "ωB97M-V/def2-TZVPD", "e_tot_ha": -799.06633, "homo_energy_ev": -7.947, "charge": 0, "relative_energy_kcal_mol": 13.4, "smiles": "S/C=C/C=C\\c1ncco1", "species": ["S", "C", "C", "C", "C", "C", "N", "C", "C", "O", "H", "H", "H", "H", "H", "H", "H"], "xyz": [[3.18, -1.27, 0.01], [1.78, -0.32, -0.39], [1.55, 0.91, 0.07], [0.39, 1.72, -0.21], [-0.89, 1.33, -0.36], [-1.44, 0.01, -0.25], [-0.89, -1.15, -0.49], [-1.84, -2.07, -0.19], [-2.97, -1.42, 0.21], [-2.72, -0.10, 0.17], [3.67, -0.45, 0.94], [1.10, -0.84, -1.04], [2.31, 1.40, 0.68], [0.58, 2.78, -0.22], [-1.65, 2.09, -0.47], [-1.65, -3.12, -0.30], [-3.93, -1.75, 0.53]]}

=====

# 10
{"formula": "C7H7O2", "method": "ωB97M-V/def2-TZVPD", "e_tot_ha": -421.02528, "homo_energy_ev": [-14.307, -14.308], "charge": 1, "relative_energy_kcal_mol": 19.6, "species": ["C", "C", "C", "C", "C", "C", "C", "O", "O", "H", "H", "H", "H", "H", "H", "H"], "xyz": [[1.33, 1.59, -0.11], [0.91, 1.17, 1.28], [0.60, 0.65, -1.01], [0.11, 0.09, 1.23], [0.45, 2.32, -0.90], [0.00, -0.38, -0.16], [-1.52, -2.41, -0.22], [-0.15, 3.20, -1.27], [-0.63, -1.41, -0.68], [2.39, 1.76, -0.20], [1.16, 1.66, 2.15], [1.01, 0.33, -1.96], [-0.37, -0.37, 2.06], [-2.29, -2.01, 0.34], [-1.98, -2.99, -1.05], [-1.03, -3.20, 0.49]]}

=====

# 11
{"formula": "C7H8", "method": "ωB97M-V/def2-TZVPD", "e_tot_ha": -271.30358, "homo_energy_ev": -8.488, "charge": 0, "relative_energy_kcal_mol": 143.0, "species": ["C", "C", "C", "C", "C", "C", "C", "H", "H", "H", "H", "H", "H", "H", "H"], "xyz": [[-0.32, -0.53, -1.55], [0.08, 0.17, -0.27], [1.24, -0.32, 0.49], [-0.18, -0.55, 1.10], [-0.48, -1.94, 1.08], [-0.21, 1.59, -0.20], [-0.46, 2.76, -0.14], [0.26, -0.13, -2.39], [-0.15, -1.60, -1.45], [-1.39, -0.36, -1.75], [-0.42, 0.14, 1.91], [1.75, -1.20, 0.14], [1.84, 0.39, 1.05], [-0.87, -2.22, 2.07], [-0.68, 3.81, -0.10]]}

=====

# 12
{"formula": "C7H8", "method": "ωB97M-V/def2-TZVPD", "e_tot_ha": -271.29620, "homo_energy_ev": [-9.141, -9.062], "charge": 0, "relative_energy_kcal_mol": 147.6, "species": ["C", "C", "C", "C", "C", "C", "C", "H", "H", "H", "H", "H", "H", "H", "H"], "xyz": [[-1.11, -0.65, -1.04], [-0.29, -0.05, 0.13], [-1.18, 0.06, 1.38], [1.03, -0.85, 0.32], [2.08, -0.23, -0.10], [0.38, 1.28, -0.33], [1.65, 1.21, -0.48], [-0.49, -0.74, -1.93], [-1.98, -0.03, -1.28], [-1.49, -1.65, -0.78], [-1.57, -0.93, 1.68], [-0.62, 0.46, 2.23], [-2.05, 0.71, 1.21], [3.14, -0.33, -0.21], [2.51, 1.77, -0.80]]}